(1)
Molecular formula: C7H6O
Method: DFT, ωB97M-V with the def2-TZVPD basis set

Results
Orbital gap   8.54 eV
LUMO   0.0015 Ha
F_max   0.1764 Eh/bohr

The geometry in XYZ format:
```
14
Properties=species:S:1:pos:R:3:nbo_charge:R:1
C 1.565 1.095 0.148 -0.110
C 1.163 -1.199 -0.057 0.244
C -0.107 -0.667 -0.013 -0.203
C -1.444 -1.106 0.107 -0.270
C -2.234 -0.093 0.050 -0.208
C -1.410 1.192 -0.163 -0.252
C -0.080 0.801 -0.181 -0.062
H 1.762 1.223 1.447 0.206
H 2.211 2.197 -0.234 0.250
H 1.681 -2.239 0.159 0.230
H -1.659 -2.263 0.013 0.226
H -3.394 0.432 0.242 0.234
H -2.091 2.230 0.064 0.225
O 2.098 -0.214 -0.130 -0.509
```

---

(2)
Molecular formula: C35H67IrN13SeSi
Method: DFT, ωB97M-V with the def2-TZVPD basis set

Results
Orbital gap (spin up / spin down)   7.96 / 4.69 eV
Charge   +2
LUMO (spin up / spin down)   -0.1419 / -0.2636 Ha
Multiplicity   6
<S²>   8.78
F_max   0.0481 Eh/bohr

The geometry in XYZ format:
```
118
Properties=species:S:1:pos:R:3:mulliken_spin:R:1
Ir -0.302 -0.664 0.953 2.406
C -5.802 -2.083 1.453 -0.001
N -4.701 -1.673 0.586 0.015
C -5.030 -1.781 -0.825 0.006
C -3.487 -1.335 1.111 0.028
N -2.329 -1.665 0.585 0.243
C -2.276 -2.749 -0.388 -0.034
C -0.841 -3.097 -0.719 0.070
N 0.010 -1.940 -1.085 0.077
C 1.397 -2.435 -1.135 -0.049
C 2.112 -2.364 0.232 0.147
N 1.166 -2.341 1.334 -0.067
C 1.421 -2.851 2.512 0.106
N 0.318 -3.044 3.340 0.050
C -0.607 -4.126 3.032 -0.014
C 0.381 -2.679 4.745 -0.008
N 2.637 -3.188 2.977 0.024
C 2.808 -4.247 3.966 -0.001
C 3.895 -2.588 2.549 0.003
C -0.435 -1.397 -2.390 0.133
C 0.456 -0.373 -3.118 -0.031
N 0.522 1.005 -2.663 0.052
C 0.766 1.949 -3.547 0.015
N 1.403 3.079 -3.151 0.005
C 2.220 3.117 -1.946 -0.004
C 1.434 4.300 -3.938 -0.001
N 0.425 1.854 -4.869 0.006
C 1.393 2.093 -5.929 0.000
C -0.862 1.334 -5.289 0.005
N -3.528 -0.621 2.272 0.004
C -2.630 -0.884 3.384 0.055
C -4.549 0.377 2.546 0.004
H -6.151 -3.068 1.138 0.000
H -6.643 -1.389 1.391 0.001
H -5.474 -2.153 2.486 0.001
H -5.986 -1.280 -0.993 0.001
H -5.143 -2.822 -1.138 0.001
H -4.293 -1.291 -1.453 0.000
H -2.800 -2.508 -1.311 0.005
H -2.750 -3.649 0.019 -0.003
H -0.839 -3.830 -1.536 0.004
H -0.386 -3.552 0.155 -0.007
H 1.970 -1.830 -1.830 -0.001
H 1.410 -3.461 -1.518 0.006
H 2.697 -1.446 0.236 -0.038
H 2.804 -3.206 0.308 -0.008
H -0.410 -4.517 2.036 0.004
H -1.642 -3.776 3.078 0.003
H -0.498 -4.948 3.748 -0.001
H -0.636 -2.469 5.079 0.000
H 0.973 -1.774 4.867 0.003
H 0.789 -3.460 5.395 0.001
H 3.044 -3.843 4.953 0.001
H 3.639 -4.879 3.651 0.001
H 1.922 -4.872 4.032 0.000
H 3.725 -1.665 2.005 -0.002
H 4.476 -3.282 1.939 0.001
H 4.480 -2.354 3.439 0.001
H -1.427 -0.960 -2.247 -0.043
H -0.524 -2.233 -3.096 -0.003
H 0.137 -0.429 -4.162 -0.006
H 1.491 -0.727 -3.104 0.002
H 1.734 3.668 -1.140 0.000
H 3.171 3.602 -2.177 0.000
H 2.392 2.103 -1.600 -0.004
H 0.665 4.287 -4.707 0.000
H 2.406 4.440 -4.416 0.000
H 1.261 5.153 -3.278 0.000
H 2.350 2.383 -5.502 0.000
H 1.050 2.871 -6.616 0.000
H 1.541 1.177 -6.506 0.000
H -1.486 1.125 -4.423 -0.001
H -0.756 0.427 -5.891 0.000
H -1.373 2.083 -5.900 0.001
H -1.700 -1.337 3.044 0.009
H -3.112 -1.554 4.107 0.001
H -2.399 0.050 3.891 0.013
H -5.211 0.502 1.695 0.000
H -4.059 1.335 2.745 0.002
H -5.145 0.111 3.423 0.000
C -2.204 4.782 0.723 0.013
C -1.730 3.860 1.810 0.002
C -2.069 4.067 3.138 0.013
C -1.601 3.165 4.084 0.011
C -0.799 2.111 3.697 0.003
C -0.437 1.971 2.347 -0.105
N -0.939 2.843 1.454 0.136
N 0.490 1.010 1.946 0.565
Si 2.137 1.449 2.403 0.007
C 2.209 3.270 2.882 0.009
C 2.679 0.407 3.883 0.014
C 3.398 1.236 1.012 0.007
H -1.971 5.816 0.976 0.000
H -1.724 4.530 -0.220 -0.014
H -3.286 4.705 0.597 0.001
H -2.674 4.916 3.423 0.001
H -1.857 3.298 5.128 -0.001
H -0.397 1.404 4.411 0.006
H 1.716 3.472 3.834 -0.001
H 1.739 3.912 2.132 -0.002
H 3.249 3.587 2.980 0.001
H 2.210 0.748 4.808 -0.001
H 3.760 0.491 4.015 0.002
H 2.437 -0.648 3.750 0.000
H 3.292 2.017 0.259 0.003
H 3.351 0.276 0.500 -0.003
H 4.401 1.331 1.435 -0.001
Se -1.543 1.459 -0.554 0.965
C -3.029 2.132 -1.540 0.067
C -2.961 3.238 -2.381 0.068
C -4.078 3.556 -3.142 -0.021
N -5.201 2.847 -3.123 0.065
C -5.280 1.829 -2.276 -0.034
C -4.238 1.451 -1.441 -0.023
H -2.072 3.847 -2.444 0.016
H -4.064 4.414 -3.806 0.000
H -6.217 1.283 -2.267 -0.002
H -4.361 0.653 -0.721 0.042
```

---

(3)
Molecular formula: C6H34NO11
Method: DFT, ωB97M-V with the def2-TZVPD basis set

Results
Orbital gap   8.19 eV
Charge   -1
LUMO   0.1029 Ha
F_max   0.1820 Eh/bohr

The geometry in XYZ format:
```
52
Properties=species:S:1:pos:R:3:nbo_charge:R:1
C -2.115 -1.466 1.257 -0.422
N -1.313 -0.291 1.092 -0.721
C -0.027 -0.516 0.245 -0.039
C 0.835 0.834 0.311 -0.373
C 2.348 0.769 -0.195 -0.402
C 2.698 1.197 -1.532 -0.638
C -0.477 -0.723 -1.157 -0.096
O 0.474 -1.629 -1.628 -0.908
H -1.737 -2.366 0.718 0.196
H -2.230 -1.813 2.386 0.156
H -3.176 -1.321 1.030 0.192
H -1.766 0.525 0.686 0.398
H 0.454 -1.371 0.684 0.206
H 0.841 1.320 1.209 0.225
H 0.427 1.442 -0.492 0.152
H 3.071 1.307 0.488 0.197
H 2.791 -0.276 -0.004 0.211
H 2.770 2.245 -1.633 0.191
H 1.968 0.969 -2.265 0.225
H 3.510 0.569 -1.957 0.213
H -0.572 0.173 -1.781 0.189
H -1.456 -1.234 -1.290 0.121
H 2.824 -2.914 -0.367 0.453
H 1.438 -2.484 -0.793 0.530
O 2.035 -2.844 0.017 -1.037
H -0.864 0.062 3.018 0.502
H -0.560 -1.034 3.854 0.462
O -0.797 -0.120 3.944 -0.988
H 2.006 0.184 3.971 0.463
H 2.270 -0.943 3.066 0.485
O 2.437 0.039 3.122 -0.949
H 0.675 -2.837 2.427 0.450
H 1.810 -3.192 1.738 0.506
O 1.506 -3.197 2.657 -0.976
H 0.821 -1.300 -2.892 0.506
H 0.523 -1.607 -4.445 0.449
O 1.214 -1.184 -3.996 -1.014
H -0.282 1.241 -4.587 0.443
H 0.637 0.118 -3.967 0.495
O 0.041 1.021 -3.788 -1.062
H -0.787 2.729 -2.623 0.492
H -0.412 2.432 -1.385 0.463
O -1.229 2.879 -1.712 -0.965
H -1.880 2.696 3.245 0.462
H -0.688 2.001 3.817 0.469
O -0.879 2.547 3.185 -0.927
H -3.056 -0.085 -2.473 0.482
H -3.898 0.095 -1.183 0.472
O -3.923 0.336 -2.141 -0.953
H -3.074 2.586 0.013 0.496
H -2.219 2.380 1.312 0.487
O -3.005 2.052 0.792 -0.969
```

---

(4)
Molecular formula: C6H10
Method: DFT, ωB97M-V with the def2-TZVPD basis set

Results
Orbital gap   9.72 eV
LUMO   0.0418 Ha
F_max   0.0136 Eh/bohr

The geometry in XYZ format:
```
16
Properties=species:S:1:pos:R:3:nbo_charge:R:1
C -1.102 1.330 1.380 -0.637
C -0.259 0.408 0.553 0.013
C 0.373 0.805 -0.770 -0.432
C 0.745 -0.541 -1.440 -0.397
C 0.526 -1.616 -0.343 -0.432
C 0.061 -0.847 0.860 -0.200
H -0.498 2.072 1.912 0.216
H -1.682 0.760 2.115 0.217
H -1.817 1.875 0.751 0.214
H -0.388 -2.166 -0.577 0.204
H -0.257 1.440 -1.405 0.205
H 1.275 1.390 -0.540 0.205
H 1.758 -0.518 -1.856 0.208
H 0.073 -0.765 -2.274 0.204
H 1.331 -2.350 -0.221 0.209
H -0.189 -1.353 1.789 0.203
```

---

(5)
Molecular formula: C30H40BrCaF6N7O6S3
Method: DFT, ωB97M-V with the def2-TZVPD basis set

Results
Orbital gap   8.23 eV
LUMO   0.0067 Ha
F_max   0.0076 Eh/bohr

The geometry in XYZ format:
```
94
Properties=species:S:1:pos:R:3:lowdin_charge:R:1
Ca 0.107 0.942 -0.684 1.281
C 2.698 -2.102 -3.034 -0.040
C 2.218 -2.149 -1.600 -0.191
C 2.799 -1.283 -0.659 -0.190
C 3.829 -0.274 -1.116 -0.039
C 2.453 -1.399 0.693 -0.176
C 3.217 -0.670 1.771 -0.022
C 1.434 -2.285 1.079 -0.178
C 1.010 -2.320 2.528 -0.049
C 0.851 -3.134 0.137 -0.195
C -0.196 -4.140 0.549 -0.041
C 1.251 -3.073 -1.202 -0.221
C 0.598 -4.003 -2.197 -0.069
H 2.126 -1.386 -3.634 0.067
H 2.622 -3.075 -3.516 0.073
H 3.743 -1.803 -3.089 0.075
H 4.820 -0.730 -1.208 0.098
H 3.909 0.577 -0.449 0.046
H 3.574 0.131 -2.096 0.080
H 2.620 0.116 2.234 0.058
H 4.137 -0.226 1.403 0.081
H 3.483 -1.370 2.567 0.093
H 1.604 -3.036 3.106 0.097
H -0.036 -2.604 2.633 0.055
H 1.129 -1.341 2.988 0.053
H -1.208 -3.763 0.362 0.088
H -0.126 -4.392 1.604 0.069
H -0.093 -5.070 -0.008 0.074
H 1.010 -5.015 -2.134 0.094
H 0.723 -3.659 -3.220 0.048
H -0.473 -4.073 -2.008 0.059
F -2.636 2.050 -3.734 0.139
C -1.862 2.976 -4.295 -0.673
F -2.607 4.007 -4.666 0.160
F -1.286 2.442 -5.381 0.130
S -0.539 3.519 -3.129 0.623
O 0.048 2.249 -2.702 -0.432
O 0.277 4.398 -3.887 -0.224
N -1.286 4.279 -1.986 -0.266
S -1.909 3.642 -0.697 0.603
O -1.430 4.254 0.501 -0.245
O -1.966 2.188 -0.727 -0.422
C -3.673 4.149 -0.828 -0.682
F -3.779 5.469 -0.789 0.162
F -4.207 3.698 -1.958 0.149
F -4.336 3.625 0.203 0.143
S -1.378 -1.078 -2.092 0.650
C -0.937 -1.157 -3.731 -0.801
N -1.354 -2.192 -4.470 0.017
C -1.050 -2.378 -5.883 -0.158
C 0.266 -1.690 -6.204 -0.155
C 0.202 -0.251 -5.726 -0.160
N -0.187 -0.223 -4.321 0.027
H -1.885 -2.887 -3.973 0.120
H -1.855 -1.969 -6.500 0.124
H -0.991 -3.448 -6.078 0.124
H 0.452 -1.718 -7.277 0.121
H 1.084 -2.211 -5.703 0.109
H -0.512 0.321 -6.325 0.115
H 1.173 0.236 -5.813 0.132
H 0.017 0.604 -3.777 0.073
C -1.713 -1.175 5.486 -0.075
C -2.936 -0.709 4.701 -0.405
C -3.144 -1.571 3.458 -0.074
C -2.928 0.790 4.373 -0.127
N -1.909 1.268 3.442 -0.049
C -1.893 0.921 2.132 -0.166
N -0.738 0.753 1.605 -0.010
N 0.232 1.003 2.627 0.004
N -0.546 1.239 3.899 0.053
H -1.859 -2.202 5.826 0.078
H -1.537 -0.549 6.362 0.077
H -0.812 -1.140 4.874 0.058
H -3.816 -0.832 5.344 0.133
H -2.271 -1.538 2.802 0.059
H -4.019 -1.257 2.883 0.080
H -3.291 -2.614 3.741 0.083
H -2.816 1.373 5.288 0.123
H -3.888 1.070 3.934 0.127
H -2.813 0.799 1.578 0.148
Br 4.770 2.906 3.544 0.825
C 2.887 2.777 3.538 -0.590
C 2.304 2.832 4.891 -0.117
C 0.997 2.752 5.114 -0.029
C 0.031 2.621 3.988 -0.184
C 0.669 2.447 2.604 -0.162
C 2.151 2.605 2.439 -0.132
C 2.657 2.418 1.022 -0.634
O 3.803 2.682 0.712 0.014
O 1.752 1.940 0.232 -0.258
H 2.998 2.936 5.714 0.086
H 0.607 2.784 6.124 0.109
H -0.760 3.372 4.038 0.151
H 0.139 3.000 1.831 0.122
```